# 1
Entry from OMol25: a gas-phase ion, C4H9N2O2 (charge +1) at a distorted geometry (ωB97M-V with the def2-TZVPD basis set).

The geometry in XYZ format:
```
17
Properties=species:S:1:pos:R:3:forces:R:3:nbo_charge:R:1
C 1.278 1.515 -0.670 -0.3 0.1 -1.1 -0.4243
N 0.464 0.625 0.136 -1.7 -1.4 0.4 -0.4384
C -0.855 0.787 0.228 1.6 -2.2 4.7 0.4592
N -1.560 0.337 1.328 0.3 0.8 -1.8 -0.7572
C 1.160 -0.693 0.489 -0.2 2.3 1.0 0.6864
O 2.112 -0.617 1.180 0.5 -0.5 -0.2 -0.4338
C 0.479 -1.891 -0.044 0.8 -1.0 -1.0 -0.2114
O -0.646 -1.525 -0.778 -0.6 -0.5 -0.1 -0.6886
H 2.309 1.136 -0.465 -0.7 0.8 -0.9 0.2555
H 0.876 1.451 -1.747 1.3 0.2 1.4 0.2305
H 1.147 2.526 -0.261 0.4 -0.2 -0.4 0.2337
H -1.346 1.388 -0.421 -1.5 2.0 -2.0 0.2132
H -1.010 -0.124 2.049 -0.5 0.3 0.0 0.4221
H -2.535 0.671 1.551 1.7 -0.7 -0.6 0.4574
H 1.187 -2.447 -0.741 -0.7 0.7 1.0 0.2626
H 0.356 -2.499 0.860 -0.5 -0.4 -0.4 0.2413
H -1.453 -1.681 -0.279 -0.1 -0.3 0.0 0.4919
```
Forces are in eV/Å.

## Properties
total charge = +1
HOMO = -14.863 eV
energy relative to the best compared isomer or geometry (same formula, charge and spin) = 1.793 eV
gap between HOMO and LUMO = 10.199 eV
LUMO energy = -4.66 eV

---

# 2
Entry from OMol25: a molecular structure, C26H30BBr4F4N4O2PdSe2 (ωB97M-V with the def2-TZVPD basis set).

The geometry in XYZ format:
```
74
Properties=species:S:1:pos:R:3:forces:R:3:mulliken_charge:R:1
Pd 0.152 0.027 -0.016 0.0 0.2 -0.1 1.6323
Br -0.442 -7.137 -1.965 0.0 0.0 0.0 -0.0809
C -0.378 -5.283 -1.777 0.0 0.0 0.0 0.3352
C -0.964 -4.439 -2.853 0.0 0.1 0.0 0.4868
Br -1.722 -5.286 -4.322 0.0 0.0 0.0 -0.0643
C -0.969 -3.086 -2.791 0.0 0.0 0.0 -0.5076
Br -1.706 -1.977 -4.099 0.0 0.0 0.0 -0.0568
C -0.390 -2.424 -1.642 0.0 0.0 0.0 0.7496
O -0.402 -1.206 -1.533 0.0 -0.2 -0.1 -0.4564
C 0.252 -3.275 -0.534 0.0 -0.1 0.0 0.1757
O 0.771 -2.712 0.391 0.0 0.0 0.0 -0.4500
C 0.189 -4.739 -0.686 0.0 0.0 0.0 -0.2717
Br 0.939 -5.712 0.712 0.0 0.0 0.0 -0.0395
F -0.973 3.084 2.017 -0.1 -0.1 0.0 -0.2180
B 0.028 2.900 1.100 -0.1 0.0 0.0 0.4122
F 0.584 1.498 1.351 -0.1 0.0 0.0 -0.5066
F 1.089 3.752 1.272 0.0 0.0 0.0 -0.2377
F -0.438 2.878 -0.210 0.0 0.0 0.2 -0.3405
C -6.464 1.924 4.352 0.0 0.0 0.0 -1.3920
C -5.784 0.696 3.760 0.0 0.0 0.0 0.0059
C -5.122 0.966 2.410 0.0 0.0 0.0 -0.4666
C -3.839 1.785 2.494 -0.1 0.0 0.0 -1.4585
N -2.771 1.063 3.187 0.0 0.1 0.0 1.6827
C -1.950 0.171 2.619 0.1 -0.1 0.0 -1.1892
Se -2.093 -0.424 0.845 -0.2 0.1 0.1 -0.3772
N -1.036 -0.225 3.518 0.0 0.0 0.0 1.1428
C -0.023 -1.262 3.322 0.0 0.0 0.0 -1.1611
C -0.582 -2.677 3.375 0.0 0.0 0.0 -0.1571
C -1.366 -3.030 4.643 0.0 0.0 0.0 -0.7987
C -2.833 -2.606 4.618 0.0 0.0 0.0 -0.7501
C -1.261 0.455 4.707 0.0 0.0 0.0 1.0398
C -0.604 0.417 5.933 0.0 0.0 0.0 -1.2524
C -1.095 1.237 6.928 0.0 0.0 0.0 -0.8813
C -2.204 2.069 6.712 0.0 0.0 0.0 -0.7755
C -2.857 2.103 5.497 0.0 0.0 0.0 -0.8085
C -2.364 1.274 4.497 0.0 0.0 0.0 0.6411
H -6.893 1.707 5.330 0.0 0.0 0.0 0.3756
H -7.272 2.269 3.703 0.0 0.0 0.0 0.3752
H -5.774 2.761 4.478 0.0 0.0 0.0 0.2712
H -6.526 -0.095 3.631 0.0 0.0 0.0 0.4203
H -5.044 0.296 4.460 0.0 0.0 0.0 -0.0154
H -5.815 1.506 1.759 0.0 0.0 0.0 0.5127
H -4.892 0.025 1.904 0.0 0.0 0.0 0.1859
H -3.983 2.720 3.033 0.0 0.0 0.0 0.6540
H -3.464 2.031 1.502 0.0 0.0 0.0 0.2601
H 0.718 -1.109 4.106 0.0 0.0 0.0 0.5906
H 0.471 -1.075 2.369 0.0 0.0 0.0 0.1258
H 0.278 -3.343 3.267 0.0 0.0 0.0 0.5521
H -1.214 -2.845 2.498 0.0 0.0 0.0 0.0546
H -0.866 -2.606 5.520 0.0 0.0 0.0 0.2645
H -1.326 -4.113 4.775 0.0 0.0 0.0 0.4201
H -2.963 -1.523 4.644 0.0 0.0 0.0 -0.1089
H -3.368 -3.013 5.477 0.0 0.0 0.0 0.4650
H -3.324 -2.979 3.716 0.0 0.0 0.0 0.2867
H 0.251 -0.221 6.106 0.0 0.0 0.0 0.4554
H -0.615 1.241 7.896 0.0 0.0 0.0 0.4323
H -2.552 2.700 7.518 0.0 0.0 0.0 0.4695
H -3.710 2.747 5.338 0.0 0.0 0.0 0.2860
C 3.967 2.816 0.451 0.0 0.0 0.0 -0.8774
N 3.053 3.067 -0.656 0.0 0.0 -0.1 0.2542
C 2.742 4.318 -1.132 0.0 0.0 0.0 -0.5559
C 1.789 4.158 -2.076 0.0 0.0 0.0 -0.3592
N 1.536 2.810 -2.168 0.1 0.0 -0.1 0.3570
C 0.514 2.199 -3.005 0.0 0.0 0.0 -0.9270
C 2.305 2.152 -1.288 0.0 0.0 0.0 -0.1816
Se 2.354 0.291 -1.029 0.2 0.0 0.0 -0.5151
H 4.812 3.494 0.365 0.0 0.0 0.0 0.3752
H 4.314 1.790 0.400 0.0 0.0 0.0 0.3122
H 3.441 2.983 1.389 0.0 0.0 0.0 0.2800
H 3.209 5.204 -0.744 0.0 0.0 0.0 0.5029
H 1.264 4.878 -2.678 0.0 0.0 0.0 0.4325
H 0.180 2.938 -3.727 0.0 0.0 0.0 0.3032
H -0.323 1.888 -2.382 0.0 0.0 0.0 0.2727
H 0.934 1.339 -3.520 0.0 0.0 0.0 0.3870
```
Forces are in eV/Å.

## Properties
total charge = +1
HOMO = -10.711 eV
energy relative to the best compared isomer or geometry (same formula, charge and spin) = 0.101 eV
gap between HOMO and LUMO = 5.345 eV
LUMO energy = -5.37 eV